Density functional theory data (wB97M-V/def2-TZVPD) for a cluster of 3 separate species, C5H11NO in total.

As for the structure (SMILES): C/C=N/C=O.[H][H].C=C. Its energy above the lowest of the compared OMol25 structures with the same formula, charge and spin is 74.6 kcal/mol. As for the multiplicity: 1. The value obtained for the HOMO-LUMO gap is 10.36 eV.

Positions of all 18 atoms, in Å:
1 C 0.58272 1.31510 1.61938
2 C 1.12871 0.63473 0.40642
3 N 1.47524 -0.59140 0.42141
4 C 2.04538 -1.09721 -0.76415
5 O 2.77664 -0.48522 -1.50616
6 H -0.17046 2.06372 1.35444
7 H 0.15489 0.58620 2.31083
8 H 1.39785 1.83743 2.13617
9 H 1.24070 1.23520 -0.50619
10 H 1.78375 -2.15777 -0.92618
11 H -0.89088 -2.52425 0.66696
12 H -0.28752 -2.10020 0.78050
13 C -2.11708 -0.38727 -0.85725
14 C -1.63215 0.81697 -1.14366
15 H -1.93654 -1.24452 -1.50570
16 H -2.70461 -0.56886 0.04268
17 H -1.03329 0.99486 -2.03730
18 H -1.81334 1.67248 -0.49220

Cartesian forces, eV/Å:
-0.035 -0.027 0.057
0.051 -0.128 0.050
0.044 0.418 0.007
0.186 0.156 -0.251
-0.280 -0.278 0.328
0.140 -0.135 0.012
0.084 0.068 -0.091
-0.078 -0.043 -0.108
0.005 -0.124 0.097
0.046 0.154 -0.057
0.048 -0.029 0.036
-0.102 -0.096 0.025
0.055 0.195 -0.058
-0.098 -0.163 0.018
-0.041 0.208 0.147
0.121 0.056 -0.224
-0.165 -0.039 0.182
0.018 -0.192 -0.170

Here are the Mulliken charges for atoms 1 to 5, given in e: -0.986, 0.084, -0.471, 0.167, -0.482


Density functional theory data (wB97M-V/def2-TZVPD) for a cluster of 3 separate species, C5H11NO in total.

Its energy above the lowest of the compared OMol25 structures with the same formula, charge and spin is 107.1 kcal/mol. As for the multiplicity: 1. The value obtained for the HOMO-LUMO gap is 9.18 eV.

Positions of all 18 atoms, in Å:
1 C 0.84046 0.53367 -0.08056
2 C 0.67772 1.97427 -0.49121
3 C 0.34132 -1.89789 -0.09085
4 C 0.00956 -0.48950 -0.53125
5 N -2.03832 -0.54029 0.47918
6 C -1.37038 -0.12598 -0.57031
7 O 2.16374 0.28407 0.15137
8 H 2.31543 -0.66524 0.23379
9 H -0.26050 0.31529 1.72571
10 H -1.18152 -0.09067 1.52831
11 H -3.02204 -0.28878 0.49473
12 H -1.68093 0.75552 -1.13419
13 H 1.46395 2.56744 -0.02979
14 H -0.29118 2.36741 -0.19280
15 H 0.77764 2.08813 -1.57197
16 H -0.53397 -2.53420 -0.19641
17 H 0.62527 -1.95366 0.96794
18 H 1.16375 -2.29960 -0.69167

Cartesian forces, eV/Å:
0.521 -0.921 -3.326
-0.270 0.133 0.630
0.082 0.062 -0.126
0.856 0.462 1.501
-0.403 -0.815 -1.829
-0.521 0.714 1.604
-0.418 0.104 0.747
-0.094 -0.012 0.038
-1.902 -0.672 0.087
2.323 0.972 0.867
0.079 0.460 0.135
-0.247 -0.322 -0.355
-0.072 0.038 0.100
0.020 0.096 0.056
0.024 -0.202 0.029
0.090 -0.072 -0.144
-0.010 0.121 -0.028
-0.058 -0.145 0.015

Here are the Mulliken charges for atoms 1 to 5, given in e: 0.468, -1.337, -1.817, 0.741, -0.477


no.,electronic energy (Ha),HOMO level (eV)
1,-327.0125,-10.0
2,-326.9607,-8.4